Molecular formula: C2H6N2O2S
Method: DFT, ωB97M-V/def2-TZVPD

Each line ends with the Mulliken charge.
Atoms and positions in Å:
N: -2.31 -1.28 0.33  -0.61
S: -1.70 0.25 -0.13  1.12
O: -2.42 1.26 0.55  -0.57
O: -1.59 0.20 -1.60  -0.59
N: 0.01 0.39 0.64  -0.33
C: 0.80 1.40 -0.08  -0.44
C: 1.10 -0.02 -0.23  -0.22
H: -1.69 -1.47 1.05  0.32
H: -1.93 -1.91 -0.42  0.32
H: 1.22 2.10 0.62  0.22
H: 0.41 1.92 -0.82  0.29
H: 0.92 -0.50 -1.21  0.22
H: 1.85 -0.50 0.28  0.26

Calculated values
- M (g mol⁻¹) = 122.149
- 2S+1 = 1
- frontier orbital gap (eV) = 11.04
- E_HOMO (eV) = -10.55
- structure (SMILES) = NS(=O)(=O)N1CC1
- energy above the lowest of the compared OMol25 structures with the same formula, charge and spin (kcal per mole) = 68.5
- E (Ha) = -737.893883

Molecular formula: C4H9NS
Method: DFT, ωB97M-V/def2-TZVPD

Each line ends with the Mulliken charge.
Atoms and positions in Å:
N: 2.93 0.81 0.00  -0.64
C: 1.54 0.73 0.57  -0.63
C: 0.42 0.06 -0.28  -0.24
C: 0.21 -1.45 -0.06  -0.73
C: -0.75 -0.38 0.45  -0.13
S: -2.27 0.01 -0.34  -0.26
H: 3.05 1.50 -0.77  0.25
H: 3.04 -0.04 -0.43  0.26
H: 1.68 0.02 1.37  0.30
H: 1.13 1.65 0.97  0.34
H: 0.43 0.26 -1.27  0.56
H: 0.79 -1.88 0.77  0.20
H: -0.01 -2.15 -0.82  0.33
H: -0.64 -0.30 1.55  0.30
H: -2.23 1.33 0.00  0.12

Calculated values
- M (g mol⁻¹) = 103.190
- 2S+1 = 1
- frontier orbital gap (eV) = 9.72
- E_HOMO (eV) = -8.82
- structure (SMILES) = NC[C@H]1C[C@@H]1S
- energy above the lowest of the compared OMol25 structures with the same formula, charge and spin (kcal per mole) = 44.3
- E (Ha) = -610.683075

Molecular formula: C27H54Cl6O24
Method: DFT, ωB97M-V/def2-TZVPD

Each line ends with the Mulliken charge.
Atoms and positions in Å:
C: -1.44 2.46 -1.67  -0.53
O: -2.13 2.63 -0.45  -0.38
C: -2.07 1.72 0.60  0.83
O: -2.70 1.84 1.62  -0.56
O: -1.21 0.81 0.30  -0.20
C: -1.02 -0.20 1.28  -0.78
H: -0.44 2.03 -1.62  0.28
H: -1.32 3.45 -2.11  0.29
H: -1.99 1.79 -2.33  0.19
H: -1.59 -0.10 2.20  0.35
H: 0.02 -0.31 1.58  0.25
H: -1.32 -1.21 0.99  0.28
C: 3.12 -5.52 3.84  -0.62
O: 2.73 -6.64 4.64  -0.26
C: 3.61 -7.03 5.69  0.79
O: 4.64 -6.46 6.08  -0.58
O: 3.22 -8.15 6.23  -0.33
C: 3.96 -8.69 7.35  -0.57
H: 3.89 -4.91 4.31  0.33
H: 2.21 -4.97 3.60  0.21
H: 3.51 -5.89 2.89  0.26
H: 3.55 -9.62 7.75  0.21
H: 3.90 -7.85 8.05  0.28
H: 4.97 -8.88 7.01  0.27
C: -1.53 0.28 7.11  -0.59
O: -2.15 -0.91 7.60  -0.30
C: -1.61 -2.10 7.31  0.83
O: -0.85 -2.40 6.38  -0.60
O: -1.89 -2.93 8.33  -0.31
C: -1.29 -4.25 8.37  -0.68
H: -1.30 0.11 6.06  0.28
H: -0.58 0.52 7.59  0.29
H: -2.24 1.10 7.24  0.22
H: -1.99 -5.02 8.69  0.28
H: -0.46 -4.30 9.07  0.27
H: -0.95 -4.67 7.42  0.31
C: 5.48 2.50 -3.56  -0.55
O: 4.48 3.11 -2.84  -0.32
C: 4.19 2.86 -1.50  0.76
O: 3.34 3.47 -0.89  -0.54
O: 4.86 1.81 -0.99  -0.32
C: 4.48 1.28 0.23  -0.57
H: 6.34 2.44 -2.90  0.30
H: 5.72 3.10 -4.44  0.23
H: 5.19 1.50 -3.89  0.22
H: 4.62 1.88 1.13  0.30
H: 4.87 0.26 0.30  0.28
H: 3.40 1.08 0.25  0.20
C: -3.92 -1.65 -2.55  -0.65
O: -5.11 -0.88 -2.51  -0.23
C: -5.24 -0.08 -3.54  0.71
O: -4.81 -0.23 -4.71  -0.60
O: -5.88 1.03 -3.08  -0.24
C: -6.46 1.96 -3.99  -0.72
H: -3.94 -2.12 -1.57  0.24
H: -2.98 -1.13 -2.70  0.28
H: -3.92 -2.48 -3.26  0.32
H: -5.80 2.26 -4.81  0.33
H: -6.67 2.94 -3.57  0.26
H: -7.40 1.55 -4.37  0.30
C: 2.29 -2.69 -2.91  -0.61
O: 2.89 -3.95 -3.16  -0.28
C: 3.98 -4.24 -2.53  0.83
O: 4.47 -3.58 -1.63  -0.59
O: 4.37 -5.49 -2.83  -0.34
C: 5.50 -6.13 -2.26  -0.58
H: 1.51 -2.57 -3.67  0.21
H: 3.05 -1.92 -3.05  0.30
H: 1.88 -2.59 -1.91  0.29
H: 6.33 -5.44 -2.40  0.31
H: 5.60 -7.05 -2.83  0.20
H: 5.35 -6.34 -1.20  0.25
C: 1.78 13.46 -5.51  -0.59
O: 1.79 12.10 -5.10  -0.30
C: 1.26 11.70 -3.94  0.81
O: 0.62 12.36 -3.13  -0.58
O: 1.57 10.42 -3.80  -0.29
C: 1.07 9.65 -2.74  -0.64
H: 1.16 13.50 -6.41  0.22
H: 2.81 13.76 -5.70  0.21
H: 1.29 14.01 -4.71  0.35
H: -0.02 9.69 -2.73  0.29
H: 1.51 9.95 -1.79  0.28
H: 1.26 8.59 -2.87  0.25
C: -2.16 -6.35 1.61  -0.56
O: -2.17 -7.17 0.46  -0.31
C: -1.49 -6.70 -0.55  0.85
O: -0.63 -5.84 -0.43  -0.59
O: -1.89 -7.32 -1.64  -0.32
C: -1.32 -7.00 -2.92  -0.61
H: -2.47 -5.32 1.43  0.26
H: -1.14 -6.36 1.98  0.24
H: -2.76 -6.76 2.43  0.24
H: -0.31 -7.41 -2.98  0.31
H: -1.30 -5.93 -3.16  0.28
H: -1.95 -7.58 -3.59  0.22
Cl: -8.42 -0.52 3.31  -0.17
C: -7.47 -0.73 1.76  -0.25
Cl: -6.28 -2.09 1.91  -0.14
H: -8.24 -1.04 1.04  0.26
H: -7.02 0.22 1.47  0.30
Cl: 2.16 6.80 3.08  -0.16
C: 0.93 5.45 3.29  -0.20
Cl: 1.70 3.89 3.84  -0.16
H: 0.17 5.78 4.00  0.32
H: 0.49 5.22 2.32  0.20
Cl: -1.65 7.33 -8.70  -0.17
C: -3.29 7.59 -7.85  -0.24
Cl: -3.45 6.51 -6.49  -0.12
H: -3.41 8.61 -7.49  0.28
H: -4.06 7.30 -8.56  0.25

Calculated values
- M (g mol⁻¹) = 975.423
- 2S+1 = 1
- frontier orbital gap (eV) = 10.79
- E_HOMO (eV) = -10.70
- structure (SMILES) = COC(=O)OC.COC(=O)OC.COC(=O)OC.COC(=O)OC.COC(=O)OC.COC(=O)OC.COC(=O)OC.COC(=O)OC.ClCCl.ClCCl.ClCCl
- energy above the lowest of the compared OMol25 structures with the same formula, charge and spin (kcal per mole) = 22.2
- E (Ha) = -5627.983804

Molecular formula: C5H6O
Method: DFT, ωB97M-V/def2-TZVPD

Each line ends with the Mulliken charge.
Atoms and positions in Å:
C: 1.98 -1.18 -0.75  0.24
C: 1.06 -0.66 -0.17  -0.89
C: -0.11 -0.10 0.52  0.46
C: -0.22 1.42 0.35  -1.33
C: -1.37 -0.77 -0.06  -0.09
O: -1.71 -0.63 -1.20  -0.44
H: 2.80 -1.63 -1.27  0.42
H: -0.04 -0.35 1.58  0.26
H: 0.67 1.92 0.74  0.35
H: -0.34 1.67 -0.71  0.33
H: -1.10 1.80 0.89  0.36
H: -1.97 -1.38 0.64  0.34

Calculated values
- M (g mol⁻¹) = 82.102
- 2S+1 = 1
- frontier orbital gap (eV) = 10.65
- E_HOMO (eV) = -9.82
- structure (SMILES) = C#C[C@@H](C)C=O
- energy above the lowest of the compared OMol25 structures with the same formula, charge and spin (kcal per mole) = 45.0
- E (Ha) = -269.274565